{"formula": "C6H10O", "method": "wB97M-V/def2-TZVPD", "e_above_lowest_kcal_mol": 79.7, "smiles": "CO[C@]1(C)C=C1C", "total_energy_ha": -309.7154, "species": ["C", "C", "C", "C", "C", "C", "O", "H", "H", "H", "H", "H", "H", "H", "H", "H", "H"], "xyz": [[1.193, -0.323, -0.442], [1.043, 0.772, 0.231], [-0.258, -0.007, -0.189], [1.466, 1.967, 0.968], [-1.173, 0.463, -1.268], [-0.836, -2.154, 0.582], [-0.809, -0.797, 0.888], [1.801, -0.834, -1.115], [2.193, 2.588, 0.420], [1.937, 1.616, 1.835], [0.619, 2.607, 1.135], [-2.151, 1.022, -0.898], [-1.813, -0.357, -1.819], [-0.709, 1.180, -2.027], [-1.452, -2.537, -0.216], [-1.215, -2.809, 1.484], [0.164, -2.396, 0.430]], "forces_ev_per_a": [[-1.064, 1.313, -0.160], [-2.160, -0.965, -0.630], [2.552, -0.149, 1.455], [0.175, 0.576, -1.799], [-3.975, 0.833, -1.333], [-1.320, -1.620, 2.581], [-1.392, 1.260, -0.796], [1.031, -1.019, -0.607], [-0.063, -0.417, 0.024], [0.492, -0.080, 1.616], [-0.350, 0.153, 0.561], [2.209, -0.580, -0.023], [1.970, 0.951, 0.709], [-0.385, -1.300, 1.072], [-0.363, 0.602, -0.814], [0.785, 1.666, -1.282], [1.858, -1.224, -0.572]]}

{"formula": "C6H10O", "method": "wB97M-V/def2-TZVPD", "e_above_lowest_kcal_mol": 56.2, "smiles": "C=C1CO[C@H]2C[C@@H]12.[H][H]", "total_energy_ha": -309.7528, "species": ["C", "C", "C", "C", "C", "O", "C", "H", "H", "H", "H", "H", "H", "H", "H", "H", "H"], "xyz": [[-1.870, -0.712, -0.329], [-0.595, -0.342, -0.271], [0.591, 1.853, -0.428], [1.426, 0.790, 0.209], [-0.044, 0.814, 0.480], [1.766, -0.330, -0.560], [0.580, -1.005, -0.971], [-2.633, -0.155, 0.209], [-0.748, -1.600, 2.005], [-2.198, -1.570, -0.908], [0.388, 1.770, -1.493], [0.652, 2.867, -0.047], [2.182, 1.039, 0.947], [-0.470, 1.100, 1.437], [-0.181, -1.514, 2.479], [0.483, -0.942, -2.063], [0.672, -2.063, -0.697]], "forces_ev_per_a": [[0.122, 0.037, -0.014], [-0.154, -0.035, -0.053], [0.045, 0.177, -0.142], [0.073, 0.141, 0.179], [-0.159, -0.060, 0.093], [0.056, 0.005, -0.017], [-0.207, -0.135, -0.146], [0.102, -0.086, -0.092], [0.090, -0.016, 0.109], [0.086, 0.074, 0.085], [0.039, 0.032, 0.158], [0.085, -0.134, -0.032], [-0.157, -0.055, -0.096], [0.048, -0.028, -0.201], [-0.029, -0.059, 0.057], [-0.010, 0.000, 0.145], [-0.030, 0.140, -0.034]]}

{"formula": "C6H10O", "method": "wB97M-V/def2-TZVPD", "e_above_lowest_kcal_mol": 36.2, "smiles": "C=CC=C.CC=O", "total_energy_ha": -309.7847, "species": ["C", "C", "C", "C", "C", "C", "O", "H", "H", "H", "H", "H", "H", "H", "H", "H", "H"], "xyz": [[1.779, 1.582, 0.954], [1.058, 0.279, 1.169], [-1.041, 0.929, -1.060], [-0.887, -0.320, -1.509], [-1.078, -1.582, -0.771], [-1.531, -1.738, 0.473], [1.538, -0.804, 0.942], [1.105, 2.356, 0.573], [2.617, 1.432, 0.271], [2.165, 1.924, 1.922], [0.034, 0.365, 1.596], [-0.832, 1.779, -1.704], [-1.377, 1.157, -0.050], [-0.550, -0.444, -2.538], [-0.774, -2.475, -1.315], [-1.858, -0.907, 1.095], [-1.567, -2.724, 0.927]], "forces_ev_per_a": [[0.074, -0.007, -0.072], [0.201, -0.224, -0.001], [-0.028, -0.159, -0.034], [-0.015, 0.179, 0.017], [-0.076, -0.056, 0.169], [0.012, 0.043, -0.170], [-0.117, 0.451, 0.139], [0.071, -0.148, 0.065], [-0.083, 0.043, 0.096], [-0.061, -0.024, -0.102], [0.162, -0.079, -0.003], [-0.081, -0.143, 0.075], [0.019, -0.090, -0.153], [-0.031, 0.030, 0.136], [-0.032, 0.113, 0.079], [0.028, -0.085, -0.149], [-0.041, 0.157, -0.094]]}

{"formula": "C6H10O", "method": "wB97M-V/def2-TZVPD", "e_above_lowest_kcal_mol": 19.8, "smiles": "O=CCCC1CC1", "total_energy_ha": -309.8108, "species": ["O", "C", "C", "C", "C", "C", "C", "H", "H", "H", "H", "H", "H", "H", "H", "H", "H"], "xyz": [[-1.870, 1.006, 0.853], [-0.976, 1.721, 0.468], [-0.080, 1.426, -0.703], [-0.168, 0.008, -1.258], [0.373, -1.121, -0.383], [1.177, -0.916, 0.867], [-0.193, -1.523, 0.970], [-0.788, 2.694, 0.966], [-0.374, 2.153, -1.476], [0.951, 1.693, -0.441], [0.387, 0.004, -2.206], [-1.211, -0.204, -1.518], [0.709, -1.961, -0.991], [2.042, -1.552, 1.029], [1.298, 0.099, 1.239], [-0.280, -2.587, 1.173], [-0.996, -0.938, 1.412]], "forces_ev_per_a": [[0.252, 0.391, -0.164], [-0.242, -0.118, 0.081], [0.020, -0.105, -0.007], [-0.062, -0.057, -0.033], [-0.167, -0.111, -0.035], [0.171, 0.081, 0.155], [-0.171, -0.068, -0.220], [-0.017, -0.014, 0.024], [0.044, -0.073, 0.069], [-0.102, -0.002, 0.053], [-0.057, -0.048, 0.191], [0.079, 0.003, 0.057], [-0.104, 0.098, 0.173], [-0.097, 0.128, -0.008], [-0.014, -0.146, -0.027], [0.158, 0.132, -0.063], [0.309, -0.089, -0.247]]}

{"formula": "C6H10O", "method": "wB97M-V/def2-TZVPD", "e_above_lowest_kcal_mol": 122.5, "total_energy_ha": -309.6472, "species": ["C", "C", "C", "C", "C", "O", "C", "H", "H", "H", "H", "H", "H", "H", "H", "H", "H"], "xyz": [[-1.099, 0.559, -1.997], [-0.279, -0.286, -1.027], [-0.341, -0.003, 0.409], [0.460, -0.185, 1.484], [0.292, 0.548, 2.761], [1.269, 0.527, 3.698], [0.791, -1.134, -1.624], [-0.540, 0.574, -2.872], [-1.192, 1.637, -1.571], [-2.235, 0.181, -1.941], [-1.194, 0.730, 0.607], [1.337, -0.836, 1.420], [-0.705, 0.270, 3.297], [0.168, 1.659, 2.496], [1.278, -1.625, -0.715], [0.343, -2.006, -2.300], [1.646, -0.608, -2.125]], "forces_ev_per_a": [[-2.766, 0.401, 4.193], [0.803, 1.656, 2.725], [-3.208, 1.625, -4.470], [1.047, -0.666, 1.285], [1.456, 0.333, 2.269], [-1.133, -0.298, -1.408], [0.433, -2.537, 1.035], [0.023, -0.055, -2.102], [0.293, -1.740, -0.741], [2.525, 0.638, -0.955], [1.019, -0.942, -0.159], [-0.089, 0.155, 0.125], [0.585, 0.201, -1.260], [-0.427, -0.773, -0.349], [-0.423, 0.178, -1.430], [1.009, 1.989, 1.214], [-1.149, -0.166, 0.027]]}

{"formula": "C6H10O", "method": "wB97M-V/def2-TZVPD", "e_above_lowest_kcal_mol": 26.7, "smiles": "O=C1CC=CCC1.[H][H]", "total_energy_ha": -309.7998, "species": ["C", "C", "O", "C", "C", "C", "C", "H", "H", "H", "H", "H", "H", "H", "H", "H", "H"], "xyz": [[-0.729, -0.797, -0.321], [-0.551, 0.324, 0.667], [-0.677, 0.182, 1.865], [0.094, 1.544, 0.054], [1.475, 1.088, -0.376], [1.747, -0.203, -0.574], [0.723, -1.312, -0.453], [-1.392, -1.580, 0.057], [-1.122, -0.434, -1.280], [-3.244, -0.276, 0.978], [-2.742, -0.226, 1.523], [-0.480, 1.907, -0.808], [0.141, 2.330, 0.810], [2.248, 1.848, -0.478], [2.766, -0.506, -0.806], [0.943, -1.899, 0.450], [0.801, -1.988, -1.308]], "forces_ev_per_a": [[0.052, -0.029, 0.063], [0.033, 0.005, 0.251], [0.019, 0.182, -0.377], [-0.071, 0.093, 0.094], [0.058, -0.238, -0.076], [-0.063, 0.148, -0.032], [0.089, -0.103, -0.063], [0.207, 0.163, 0.016], [0.220, -0.013, 0.193], [-0.230, -0.021, 0.053], [-0.312, -0.056, -0.027], [0.057, -0.004, 0.162], [0.098, -0.023, -0.097], [-0.108, -0.180, 0.016], [-0.166, 0.062, -0.060], [0.048, 0.016, -0.186], [0.070, -0.002, 0.068]]}

{"formula": "C6H10O", "method": "wB97M-V/def2-TZVPD", "e_above_lowest_kcal_mol": 40.1, "smiles": "O=C[C@@H]1C=CCC1.[H][H]", "total_energy_ha": -309.7784, "species": ["O", "C", "C", "C", "C", "C", "C", "H", "H", "H", "H", "H", "H", "H", "H", "H", "H"], "xyz": [[1.828, -0.669, 1.423], [1.648, -0.688, 0.230], [0.372, -0.385, -0.495], [-0.963, -0.360, 0.281], [-1.550, 1.033, -0.020], [-0.353, 1.853, -0.404], [0.682, 1.100, -0.736], [0.695, -2.501, 1.133], [2.488, -0.793, -0.488], [0.289, -2.855, 0.623], [0.305, -0.980, -1.420], [-0.778, -0.469, 1.357], [-1.659, -1.163, 0.003], [-2.240, 1.000, -0.874], [-2.080, 1.448, 0.838], [-0.343, 2.934, -0.443], [1.660, 1.494, -1.006]], "forces_ev_per_a": [[0.004, 0.038, -0.482], [0.271, -0.197, 0.459], [0.078, 0.221, 0.054], [0.058, 0.049, 0.038], [-0.174, 0.103, 0.066], [0.038, 0.045, -0.103], [-0.383, 0.223, -0.177], [-0.239, -0.422, 0.013], [0.184, -0.125, 0.212], [-0.063, -0.253, 0.088], [0.215, 0.264, 0.153], [0.132, 0.100, -0.227], [0.366, 0.160, -0.074], [-0.070, 0.011, 0.207], [-0.111, 0.008, -0.086], [-0.090, 0.027, 0.023], [-0.215, -0.250, -0.163]]}

{"formula": "C6H10O", "method": "wB97M-V/def2-TZVPD", "e_above_lowest_kcal_mol": 37.0, "total_energy_ha": -309.7835, "species": ["C", "C", "C", "C", "C", "C", "O", "H", "H", "H", "H", "H", "H", "H", "H", "H", "H"], "xyz": [[-0.085, -1.268, -1.492], [-0.221, -0.160, -0.487], [0.469, 1.186, -0.661], [0.975, 1.084, 0.806], [0.300, -0.310, 0.957], [-1.188, -0.249, 1.314], [-1.551, 0.157, -0.034], [-0.617, -1.028, -2.415], [0.981, -1.395, -1.720], [-0.460, -2.222, -1.101], [1.238, 1.211, -1.434], [-0.283, 1.957, -0.845], [0.622, 1.862, 1.492], [2.068, 1.045, 0.868], [0.937, -1.133, 1.298], [-1.446, 0.442, 2.138], [-1.739, -1.179, 1.317]], "forces_ev_per_a": [[-0.065, 0.047, -0.100], [0.288, -0.002, -0.470], [0.163, 0.155, -0.217], [0.063, 0.101, 0.115], [-0.068, -0.065, -0.002], [-0.204, 0.093, -0.105], [-0.033, 0.272, -0.005], [0.029, -0.045, -0.001], [-0.181, 0.001, -0.038], [-0.022, 0.233, -0.035], [0.137, 0.095, 0.118], [0.277, 0.000, -0.059], [0.026, -0.123, -0.100], [-0.210, -0.071, 0.073], [-0.339, 0.142, -0.045], [-0.273, -0.202, -0.502], [0.412, -0.631, 1.374]]}

{"formula": "C6H10O", "method": "wB97M-V/def2-TZVPD", "e_above_lowest_kcal_mol": 7.5, "smiles": "C[C@H]1CC=C[C@H]1O", "total_energy_ha": -309.8304, "species": ["C", "C", "C", "C", "C", "C", "O", "H", "H", "H", "H", "H", "H", "H", "H", "H", "H"], "xyz": [[1.803, -0.579, -0.141], [0.602, 0.154, 0.498], [0.106, 1.389, -0.303], [-1.374, 1.168, -0.500], [-1.795, 0.034, 0.049], [-0.676, -0.741, 0.700], [-0.590, -2.055, 0.175], [1.964, -0.284, -1.185], [2.738, -0.370, 0.392], [1.653, -1.663, -0.120], [0.917, 0.472, 1.497], [0.613, 1.477, -1.271], [0.289, 2.324, 0.236], [-2.004, 1.873, -1.040], [-2.810, -0.356, 0.029], [-0.861, -0.882, 1.771], [-0.578, -1.960, -0.787]], "forces_ev_per_a": [[-0.020, -0.017, -0.011], [0.056, -0.057, 0.040], [0.019, 0.039, -0.040], [0.017, -0.120, 0.044], [0.060, 0.106, 0.024], [-0.038, 0.174, 0.152], [-0.003, -0.055, -0.259], [-0.130, -0.055, 0.154], [-0.210, 0.036, -0.082], [0.073, 0.167, 0.046], [-0.126, 0.061, -0.172], [-0.018, 0.047, 0.112], [0.023, -0.072, -0.071], [0.128, -0.137, 0.109], [0.166, 0.115, 0.015], [0.019, -0.056, -0.168], [-0.016, -0.175, 0.106]]}

{"formula": "C6H10O", "method": "wB97M-V/def2-TZVPD", "e_above_lowest_kcal_mol": 245.6, "total_energy_ha": -309.4510, "species": ["C", "C", "C", "O", "C", "C", "C", "H", "H", "H", "H", "H", "H", "H", "H", "H", "H"], "xyz": [[-2.034, -1.341, 1.054], [-0.803, -0.805, 0.348], [-0.436, 0.591, 0.255], [0.526, 1.128, 1.099], [1.414, 1.607, 0.073], [1.879, 0.608, -0.956], [0.744, 1.352, -1.215], [-2.855, -1.124, 0.353], [-2.264, -0.841, 1.996], [-2.042, -2.435, 1.138], [-0.852, -1.222, -0.673], [0.896, -1.333, 1.354], [-1.095, 1.302, -0.236], [1.936, 2.503, 0.390], [2.703, 0.372, -1.629], [1.738, -0.971, 0.317], [0.295, 1.968, -2.003]], "forces_ev_per_a": [[-0.039, 0.289, -0.035], [-0.113, -0.465, -0.304], [0.268, 0.444, -0.697], [0.089, 0.138, -0.131], [0.172, 0.134, 0.340], [-0.146, 0.062, 0.103], [-0.255, -0.701, 0.274], [-0.083, 0.056, 0.285], [0.134, -0.275, 0.047], [0.271, 0.295, 0.259], [0.384, 0.092, 0.218], [0.606, 0.867, -3.017], [-0.373, -0.120, 0.388], [0.096, -0.086, -0.147], [0.043, 0.055, 0.801], [-1.253, -0.156, 1.311], [0.199, -0.629, 0.306]]}

{"formula": "C6H10O", "method": "wB97M-V/def2-TZVPD", "e_above_lowest_kcal_mol": 15.7, "smiles": "O=CCCC1CC1", "total_energy_ha": -309.8173, "species": ["O", "C", "C", "C", "C", "C", "C", "H", "H", "H", "H", "H", "H", "H", "H", "H", "H"], "xyz": [[2.309, -0.671, 2.170], [2.542, -0.669, 0.984], [1.558, -0.236, -0.075], [0.294, 0.398, 0.495], [-0.774, 0.610, -0.553], [-1.696, -0.525, -0.903], [-2.216, 0.662, -0.141], [3.529, -1.014, 0.607], [2.077, 0.438, -0.771], [1.310, -1.130, -0.669], [0.550, 1.349, 0.977], [-0.095, -0.248, 1.292], [-0.489, 1.265, -1.377], [-2.006, -0.650, -1.937], [-1.571, -1.460, -0.360], [-2.880, 1.352, -0.655], [-2.442, 0.528, 0.915]], "forces_ev_per_a": [[0.133, 0.021, -0.496], [-0.091, -0.015, 0.283], [-0.038, 0.023, 0.019], [-0.057, 0.002, 0.050], [0.101, 0.065, -0.019], [-0.002, -0.185, -0.103], [-0.127, 0.115, 0.082], [-0.094, 0.021, 0.052], [-0.047, -0.093, 0.096], [0.062, 0.089, 0.085], [-0.034, -0.126, -0.058], [0.021, 0.087, -0.116], [-0.057, -0.106, 0.124], [0.052, 0.045, 0.172], [-0.007, 0.167, -0.067], [0.122, -0.120, 0.070], [0.063, 0.011, -0.175]]}

{"formula": "C6H10O", "method": "wB97M-V/def2-TZVPD", "e_above_lowest_kcal_mol": 46.2, "smiles": "C/C=C/C=C(/C)O", "total_energy_ha": -309.7688, "species": ["C", "C", "C", "C", "C", "O", "C", "H", "H", "H", "H", "H", "H", "H", "H", "H", "H"], "xyz": [[-3.235, -0.041, 0.411], [-1.981, -0.049, -0.385], [-0.833, -0.150, 0.263], [0.436, -0.189, -0.540], [1.583, 0.001, 0.105], [1.728, 0.155, 1.594], [2.987, -0.038, -0.606], [-3.196, -0.665, 1.341], [-3.986, -0.525, -0.321], [-3.557, 1.013, 0.420], [-2.045, 0.061, -1.486], [-0.906, -0.177, 1.381], [0.265, -0.170, -1.606], [2.335, 0.950, 1.583], [3.202, -0.320, -1.669], [3.516, 0.927, -0.317], [3.686, -0.782, -0.169]], "forces_ev_per_a": [[-1.865, -0.931, -2.416], [0.066, -0.132, 0.346], [0.756, -0.122, -0.631], [-1.250, 0.906, 3.027], [2.556, -0.926, -0.147], [0.410, 1.111, -3.710], [1.143, 0.493, 1.396], [-0.062, 1.170, -0.675], [0.593, 0.500, 1.505], [-0.241, -0.405, 0.987], [0.107, -0.143, 0.743], [0.735, -0.125, -1.189], [0.675, -0.332, -0.089], [-0.886, -1.282, 0.560], [-1.404, 0.912, 0.544], [-0.523, -0.824, -0.840], [-0.810, 0.130, 0.589]]}

{"formula": "C6H10O", "method": "wB97M-V/def2-TZVPD", "e_above_lowest_kcal_mol": 62.3, "total_energy_ha": -309.7431, "species": ["C", "C", "C", "C", "C", "C", "O", "H", "H", "H", "H", "H", "H", "H", "H", "H", "H"], "xyz": [[-1.065, 1.373, 1.779], [-0.712, 0.414, 0.673], [0.498, -0.157, 0.557], [1.002, -1.011, -0.583], [1.443, -0.175, -1.790], [-1.752, 0.285, -0.370], [-2.179, -0.950, -0.486], [-1.916, 0.999, 2.360], [-1.354, 2.348, 1.374], [-0.222, 1.510, 2.463], [1.253, 0.126, 1.293], [0.253, -1.736, -0.915], [1.848, -1.607, -0.226], [1.900, -0.801, -2.565], [0.581, 0.340, -2.224], [2.163, 0.598, -1.496], [-1.740, -1.554, 0.155]], "forces_ev_per_a": [[-0.014, 0.082, 0.121], [0.103, 0.023, -0.072], [-0.061, 0.086, -0.022], [0.026, -0.195, -0.061], [-0.005, 0.185, -0.048], [0.065, -0.316, 0.120], [0.091, 0.157, 0.078], [0.088, 0.074, -0.074], [0.038, -0.161, 0.020], [-0.093, -0.041, -0.114], [-0.117, -0.015, -0.054], [0.060, 0.118, 0.021], [-0.075, 0.071, 0.009], [-0.083, 0.103, 0.165], [0.085, -0.061, 0.021], [-0.067, -0.179, -0.030], [-0.041, 0.071, -0.080]]}

{"formula": "C6H10O", "method": "wB97M-V/def2-TZVPD", "e_above_lowest_kcal_mol": 8.8, "smiles": "CC1=CCC=C1.O", "total_energy_ha": -309.8284, "species": ["C", "C", "C", "C", "C", "C", "O", "H", "H", "H", "H", "H", "H", "H", "H", "H", "H"], "xyz": [[2.249, 0.066, 0.013], [0.794, -0.195, -0.255], [-0.011, -1.218, 0.439], [-1.280, -1.179, -0.006], [-1.397, -0.112, -1.059], [-0.009, 0.450, -1.121], [-1.331, 1.576, 1.660], [2.386, 0.781, 0.834], [2.733, 0.489, -0.873], [2.778, -0.852, 0.292], [0.396, -1.898, 1.183], [-1.222, 0.618, 1.565], [-2.100, -1.822, 0.299], [-1.707, -0.534, -2.026], [-2.135, 0.652, -0.787], [0.278, 1.272, -1.770], [-0.423, 1.906, 1.612]], "forces_ev_per_a": [[0.051, 0.028, -0.021], [-0.084, 0.070, -0.097], [-0.075, -0.012, -0.011], [0.121, -0.079, -0.042], [0.036, -0.006, 0.020], [0.082, -0.047, 0.015], [0.273, 0.016, 0.146], [-0.046, -0.137, -0.076], [-0.046, -0.061, 0.147], [-0.094, 0.134, -0.084], [-0.112, 0.081, -0.082], [-0.055, 0.096, -0.022], [0.172, 0.111, -0.029], [0.003, 0.039, 0.128], [0.065, -0.071, -0.041], [-0.019, -0.149, 0.080], [-0.272, -0.014, -0.031]]}